{"formula": "C5H6O2", "method": "ωB97M-V/def2-TZVPD", "fmax_ev_per_a": 0.6, "e_homo_ha": -0.37143, "gap_ev": 10.62, "e_above_lowest_ev": 3.208, "smiles": "C#CCC=O.C=O", "e_lumo_ev": 0.5, "elements": ["C", "C", "C", "C", "O", "H", "H", "H", "H", "C", "O", "H", "H"], "xyz": [[-0.9891, -2.0861, 0.4031], [-0.8490, -1.1768, -0.3723], [-0.6884, -0.0428, -1.2816], [-0.8600, 1.2773, -0.5482], [-0.1257, 2.2178, -0.7174], [-1.1081, -2.9063, 1.0763], [-1.4465, -0.0925, -2.0737], [0.2984, -0.0457, -1.7567], [-1.7085, 1.3205, 0.1653], [1.8655, 0.3844, 1.2730], [2.3296, -0.2712, 2.1693], [0.9914, 1.0484, 1.4148], [2.2904, 0.3730, 0.2482]]}